Entry 1:
The following is a quantum chemistry calculation of a 2-piece molecular cluster, C4H7NO overall, from the OMol25 dataset.

Geometry as XYZ:
```
13
Properties=species:S:1:pos:R:3:mulliken_charge:R:1
O 1.8901 0.6628 0.2235 -0.517
C 0.7730 0.2923 -0.5531 -0.154
C 0.0743 -1.0486 -0.4265 -0.632
C -1.2173 -0.7294 -0.2655 -0.077
N -1.4700 0.5946 0.1901 -0.513
C -0.4479 1.1857 -0.2975 -0.044
H 1.6735 0.5205 1.1552 0.392
H 1.1064 0.3769 -1.5927 0.382
H 0.0881 -0.7266 1.5987 -0.158
H 0.4891 -2.0061 -0.7044 0.353
H -2.1231 -1.2084 -0.5893 0.392
H -0.2995 -0.1314 1.8568 0.176
H -0.5366 2.2177 -0.5954 0.401
```

HOMO level: -9.18 eV
Energy above the lowest of the compared OMol25 structures with the same formula, charge and spin: 419.2 kJ/mol
Net charge: 0
SMILES string: O[C@H]1C=CN=C1.[H][H]


Entry 2:
The following is a quantum chemistry calculation of C3H10OSi as an isolated structure, from the OMol25 dataset.

Geometry as XYZ:
```
15
Properties=species:S:1:pos:R:3:mulliken_charge:R:1
C 1.8730 -0.1619 1.9461 -0.535
C -1.3892 -1.3612 -0.4662 -1.048
C -0.9024 1.7159 -0.1036 -0.967
O 0.8072 -0.5954 1.1109 -0.286
Si -0.4807 0.0991 0.3185 0.533
H 2.7937 -0.7684 1.7058 0.208
H 1.5737 -0.3188 2.9640 0.251
H 2.0360 0.9117 1.7795 0.276
H -2.3767 -0.9612 -0.2668 0.300
H -1.3463 -1.7080 -1.4939 0.350
H -1.4458 -2.2900 0.1121 0.333
H -1.6736 2.0762 -0.7899 0.244
H -0.5451 2.5955 0.4733 0.332
H -1.8079 2.3476 2.1796 -0.220
H -1.4842 2.8912 2.6952 0.229
```

HOMO level: -7.97 eV
Energy above the lowest of the compared OMol25 structures with the same formula, charge and spin: 249.9 kJ/mol
Net charge: 0


Entry 3:
The following is a quantum chemistry calculation of a 7-piece molecular cluster, C38H63N7O3 overall, from the OMol25 dataset.

Geometry as XYZ:
```
111
Properties=species:S:1:pos:R:3:mulliken_charge:R:1
N 4.1992 -2.5206 3.2444 -0.685
C 3.1218 -1.5245 3.4913 0.168
C 1.8284 -1.9515 2.8367 -1.241
C 1.9226 -1.8519 1.2911 0.705
C 0.7436 -1.1484 0.6222 -1.686
C 0.7154 0.3704 0.6408 1.208
C -0.0232 1.0375 -0.2620 -0.622
C -0.0097 2.5265 -0.2570 -0.434
O -1.0031 3.2075 -0.4821 -0.493
C 1.3051 3.1180 0.0919 -0.369
C 2.0737 2.4877 0.9945 0.440
C 3.4334 2.9714 1.3909 -0.995
C 4.4797 2.4323 0.4029 -1.125
C 4.6727 0.9230 0.5030 1.325
C 5.2639 0.3050 -0.7799 -0.857
O 6.2881 -0.6324 -0.5322 -0.584
C 1.4744 1.2417 1.6066 0.595
O 1.5540 1.0364 2.8014 -0.618
H 4.6177 -2.2846 2.3512 0.199
H 4.9381 -2.2968 3.9035 0.298
H 3.4315 -0.5655 3.0845 -0.075
H 2.9833 -1.3865 4.5618 0.303
H 1.5998 -2.9821 3.0967 0.549
H 1.0162 -1.3127 3.1683 0.389
H 2.8694 -1.4302 0.9638 -0.149
H 1.9091 -2.8669 0.9130 -0.205
H 0.7959 -1.4033 -0.4371 0.464
H -0.1988 -1.5669 0.9687 0.447
H -0.6124 0.5153 -1.0026 0.534
H 1.6371 4.0339 -0.3780 0.623
H 3.7165 2.6882 2.3993 0.024
H 3.4461 4.0554 1.3057 0.510
H 4.1056 2.6331 -0.6018 0.499
H 5.4360 2.9327 0.5349 0.418
H 5.2426 0.6118 1.3752 0.258
H 3.6800 0.4865 0.6219 -0.881
H 5.6457 1.1090 -1.4028 0.409
H 4.4595 -0.1786 -1.3393 0.328
H 5.9304 -1.3658 -0.0298 0.307
C -3.5614 7.5949 0.9413 -1.337
C -3.4127 6.7699 -0.3333 -0.321
C -2.1213 5.9472 -0.3761 0.351
C -0.9402 6.8125 -0.3101 0.267
N -0.0195 7.4991 -0.2624 -0.543
H -2.7646 8.3348 1.0377 0.359
H -4.5090 8.1344 0.9377 0.377
H -3.5410 6.9554 1.8263 0.315
H -3.4455 7.4387 -1.1970 0.343
H -4.2538 6.0919 -0.4235 0.305
H -2.0698 5.3696 -1.2958 -0.252
H -2.0828 5.2476 0.4557 0.230
C 3.9068 2.8309 7.6422 -1.146
C 3.5032 1.3658 7.5243 -0.412
C 4.4854 0.5426 6.6835 -0.441
C 4.5654 1.0602 5.3160 0.217
N 4.6017 1.4767 4.2469 -0.413
H 3.9183 3.3201 6.6675 0.324
H 3.2001 3.3716 8.2711 0.348
H 4.8990 2.9312 8.0864 0.294
H 2.5063 1.2986 7.0856 0.274
H 3.4450 0.9241 8.5206 0.344
H 4.1673 -0.4996 6.6366 0.240
H 5.4838 0.5699 7.1223 0.358
C 2.8033 -7.7769 1.6237 -1.174
C 1.4734 -7.2495 1.0958 -0.553
C 1.5973 -6.5829 -0.2764 0.023
C 2.5078 -5.4342 -0.2140 0.213
N 3.2169 -4.5323 -0.1456 -0.469
H 3.5228 -6.9703 1.7722 0.319
H 2.6634 -8.2709 2.5853 0.358
H 3.2396 -8.5013 0.9329 0.309
H 1.0596 -6.5354 1.8110 0.304
H 0.7612 -8.0706 1.0130 0.350
H 0.6289 -6.2355 -0.6142 -0.075
H 1.9770 -7.2904 -1.0136 0.377
C -2.4418 3.1722 -3.8673 -1.096
C -3.7915 2.8410 -4.4961 -0.173
C -4.7810 4.0105 -4.4419 -0.540
C -5.0544 4.4039 -3.0570 0.223
N -5.2603 4.6899 -1.9638 -0.514
H -2.5389 3.4001 -2.8045 0.194
H -1.7615 2.3250 -3.9562 0.371
H -1.9783 4.0291 -4.3605 0.339
H -4.2246 1.9765 -3.9885 0.109
H -3.6485 2.5586 -5.5401 0.331
H -5.7242 3.7321 -4.9128 0.338
H -4.3826 4.8758 -4.9735 0.369
C -0.8738 -4.9125 -3.7707 -0.873
C -1.1023 -6.2329 -4.4983 -0.406
C -1.9907 -7.2033 -3.7106 -0.522
C -1.3833 -7.5413 -2.4213 0.364
N -0.8825 -7.8011 -1.4206 -0.449
H -0.3504 -5.0626 -2.8249 0.114
H -0.2646 -4.2431 -4.3769 0.334
H -1.8203 -4.4105 -3.5607 0.292
H -0.1398 -6.7054 -4.7013 0.289
H -1.5724 -6.0383 -5.4633 0.307
H -2.1401 -8.1264 -4.2705 0.287
H -2.9705 -6.7615 -3.5244 0.276
C -7.5497 1.5613 -2.9129 -0.994
C -7.9950 0.1060 -2.9695 -0.512
C -7.0179 -0.7757 -3.7549 -0.357
C -6.8884 -0.3148 -5.1402 0.245
N -6.7983 0.0513 -6.2253 -0.469
H -7.5095 2.0038 -3.9099 0.267
H -8.2452 2.1548 -2.3211 0.372
H -6.5610 1.6508 -2.4576 0.238
H -8.9864 0.0476 -3.4219 0.315
H -8.0832 -0.2890 -1.9562 0.316
H -7.3591 -1.8110 -3.7663 0.300
H -6.0296 -0.7528 -3.2930 0.274
```

HOMO level: -9.19 eV
Net charge: 0
SMILES string: NCCCCC1=CC(=O)C=C(CCCCO)C1=O.CCCC#N.CCCC#N.CCCC#N.CCCC#N.CCCC#N.CCCC#N